{"formula": "CH7O2", "method": "wB97M-V/def2-TZVPD", "s_squared": 0.75, "total_energy_ha": -192.6147, "spin_multiplicity": 2, "relative_energy_kj_mol": 16.6, "species": ["O", "H", "H", "H", "C", "O", "H", "H", "H", "H"], "xyz": [[-0.069808, 0.982220, 1.402735], [0.077179, 1.893603, 1.731908], [0.275250, 0.357695, 2.130982], [0.406983, 0.378063, 0.418674], [-0.483006, -0.534970, -1.354301], [0.570912, -0.535339, -0.316207], [-1.345230, -1.051238, -0.983224], [-0.732834, 0.518585, -1.509496], [-0.010440, -0.965218, -2.235676], [0.446558, -1.305258, 0.307089]], "atomic_forces_ev_per_a": [[-0.035, -0.051, 0.568], [0.210, 0.048, -0.305], [-0.224, -0.020, -0.001], [-0.076, -0.294, -0.286], [0.966, 0.760, 0.140], [-0.213, 0.462, -0.153], [-0.372, -0.435, -0.005], [0.036, -0.275, -0.144], [-0.417, -0.048, 0.032], [0.126, -0.147, 0.155]], "lowdin_charge": [-0.115, 0.066, 0.029, 0.040, -0.110, -0.188, 0.062, 0.077, 0.082, 0.057]}



{"formula": "CH7O5", "method": "wB97M-V/def2-TZVPD", "total_energy_ha": -418.5736, "charge": -1, "relative_energy_kj_mol": 88.7, "species": ["O", "C", "O", "H", "H", "H", "O", "H", "H", "O", "H", "H", "O"], "xyz": [[-1.221351, -0.537534, -0.326462], [-0.290470, -0.635001, -1.168627], [0.830596, -1.156451, -0.820401], [-0.416760, -0.519777, -2.208739], [2.050218, -0.815164, 1.538096], [0.690039, -1.128728, 0.956578], [1.185586, -1.056668, 1.866610], [1.772240, -0.050637, -0.432548], [1.902569, 1.414854, 0.071432], [2.505423, 0.670893, -0.277303], [-2.659347, 2.335752, 1.099693], [-2.841268, 1.418686, -0.083551], [-3.144614, 2.224138, 0.316406]], "atomic_forces_ev_per_a": [[0.207, 1.059, -1.690], [-0.196, -2.544, 4.013], [-0.446, 0.493, -1.002], [-0.495, 0.848, -1.690], [0.450, 0.207, 0.000], [0.961, -0.026, 1.950], [-1.359, -0.285, -1.473], [1.474, 0.734, -0.232], [1.622, -1.578, -0.683], [-2.373, 1.281, 0.836], [1.096, 0.000, 1.493], [0.575, -0.896, -0.208], [-1.516, 0.707, -1.315]], "lowdin_charge": [-0.079, -0.507, -0.163, 0.091, -0.018, 0.031, -0.149, -0.030, 0.057, -0.187, 0.000, 0.000, -0.046]}



{"formula": "CH7O5", "method": "wB97M-V/def2-TZVPD", "total_energy_ha": -418.5556, "charge": -1, "relative_energy_kj_mol": 135.9, "species": ["O", "C", "O", "H", "H", "H", "O", "H", "H", "O", "H", "H", "O"], "xyz": [[0.478119, 0.220631, -0.007321], [1.547156, -0.539387, -0.068438], [1.511959, -1.776749, 0.325021], [2.416002, -0.121717, -0.693664], [-0.545025, -2.346708, 0.178667], [-1.486402, -1.419734, -0.528593], [-1.609447, -2.174884, 0.048711], [-2.400655, -0.491047, 1.014583], [-1.057634, 0.018215, 1.180606], [-2.024543, 0.276408, 1.510793], [0.932905, 3.167380, -0.362679], [0.993782, 2.076145, -1.388325], [1.243784, 3.111447, -1.209361]], "atomic_forces_ev_per_a": [[2.845, -0.825, -0.292], [-3.636, -1.803, -0.002], [0.948, 3.073, -1.032], [-0.569, -0.538, 1.110], [-3.243, 0.543, 0.024], [-0.180, 0.444, -0.385], [3.805, -0.952, 0.196], [-0.278, 0.713, 0.904], [-1.907, 1.449, 1.012], [2.283, -1.898, -1.730], [-1.260, 0.374, 3.644], [0.889, 3.475, 0.759], [0.303, -4.054, -4.207]], "lowdin_charge": [-0.192, -0.499, -0.167, 0.111, 0.106, -0.002, -0.153, -0.007, 0.042, -0.176, -0.051, 0.103, -0.115]}



{"formula": "CH7PSi", "method": "wB97M-V/def2-TZVPD", "smiles": "C=[SiH2].P", "total_energy_ha": -673.0015, "relative_energy_kj_mol": 281.0, "species": ["C", "Si", "P", "H", "H", "H", "H", "H", "H", "H"], "xyz": [[-1.123631, -0.055403, -0.827044], [-2.719660, -0.512172, -1.379187], [2.926340, 0.672684, 1.166802], [1.911725, 0.567240, 2.138097], [-0.843975, 0.429655, 0.078728], [-0.205293, -0.026244, -1.504483], [-3.026015, -1.129176, -2.686485], [-4.084993, -0.616039, -0.548566], [3.244282, -0.634383, 1.738622], [3.921220, 1.303838, 1.823516]], "atomic_forces_ev_per_a": [[0.030, -0.258, -2.029], [-0.164, -0.008, 1.249], [-1.143, -2.380, -0.770], [-0.081, 0.952, 0.308], [-0.377, 0.135, 0.841], [-1.604, -0.341, 0.576], [0.368, 0.134, 0.014], [1.763, 0.343, -0.643], [0.381, 0.616, -0.803], [0.827, 0.808, 1.257]], "lowdin_charge": [-0.351, 0.638, 0.591, -0.193, -0.075, -0.012, -0.124, -0.084, -0.156, -0.235]}



{"formula": "CH8FNSi2", "method": "wB97M-V/def2-TZVPD", "smiles": "FC[SiH2]N[SiH3]", "total_energy_ha": -776.4901, "relative_energy_kj_mol": 0.0, "species": ["C", "N", "F", "Si", "Si", "H", "H", "H", "H", "H", "H", "H", "H"], "xyz": [[-0.244591, 0.198683, -1.846618], [0.198593, -0.530688, 1.108205], [-0.536689, -0.414155, -3.056185], [0.304157, 1.081473, 1.815680], [0.034162, -1.186663, -0.504156], [-1.126316, 0.702161, -1.382531], [0.591921, 0.895187, -2.134459], [0.108454, -1.213905, 1.850748], [1.727537, 1.454515, 1.819449], [-0.238549, 1.083727, 3.215179], [-0.435764, 1.844167, 0.758550], [0.995146, -2.128261, -0.977736], [-1.378062, -1.786243, -0.666127]], "atomic_forces_ev_per_a": [[1.255, 0.450, 1.022], [0.055, -0.040, 0.299], [-0.663, -0.389, -0.101], [-0.086, -0.910, -1.294], [-2.217, 1.192, -0.333], [0.446, 0.169, -0.999], [-0.891, -0.323, 0.940], [0.067, -0.286, -0.201], [0.039, 0.379, 0.217], [0.032, 0.064, -0.539], [0.146, 0.387, 0.667], [0.865, -0.667, 0.026], [0.953, -0.025, 0.297]], "lowdin_charge": [-0.371, -0.379, -0.142, 0.527, 0.555, 0.054, 0.086, 0.003, -0.095, -0.075, -0.073, -0.070, -0.021]}



{"formula": "CH8N2O2", "method": "wB97M-V/def2-TZVPD", "total_energy_ha": -302.7224, "relative_energy_kj_mol": 459.2, "species": ["C", "O", "O", "H", "H", "H", "H", "N", "N", "H", "H", "H", "H"], "xyz": [[0.361966, 1.293425, 1.185989], [1.239081, 0.221667, 1.236053], [0.119922, 1.743322, -0.155402], [0.800994, -0.543242, 0.799895], [0.976849, 1.956542, -0.546091], [0.804119, 2.099012, 1.778284], [-0.634513, 1.051368, 1.569901], [-0.387225, -1.580297, -0.293902], [-1.178801, -0.753932, -0.938591], [-0.912914, 0.231405, -0.968617], [-0.093417, -2.535790, -0.906379], [0.763230, -2.084406, -1.153438], [-1.859291, -1.099073, -1.607703]], "atomic_forces_ev_per_a": [[-0.012, 0.069, -0.130], [-0.158, -0.025, -0.102], [0.114, -0.053, 0.194], [0.114, 0.148, 0.089], [-0.049, -0.021, 0.061], [-0.033, -0.057, -0.057], [0.080, -0.017, -0.024], [0.973, -1.559, -0.338], [-0.273, 0.370, -0.595], [0.066, -0.287, -0.155], [-0.855, 0.453, 0.514], [-0.100, 0.877, 0.258], [0.131, 0.101, 0.285]], "lowdin_charge": [-0.340, -0.056, -0.081, 0.032, 0.095, 0.120, 0.121, -0.143, -0.091, 0.066, 0.032, 0.143, 0.103]}



{"formula": "CH8N2O2Si2", "method": "wB97M-V/def2-TZVPD", "total_energy_ha": -881.8102, "relative_energy_kj_mol": 377.8, "species": ["C", "N", "N", "O", "O", "Si", "Si", "H", "H", "H", "H", "H", "H", "H", "H"], "xyz": [[-1.765916, -0.092149, -0.397665], [-2.490191, -0.946656, 0.360343], [-1.963082, 0.882709, -1.197967], [-0.445285, -0.374305, -0.153397], [2.171818, -2.540334, 0.244410], [0.535517, 0.298492, -1.259530], [2.009077, -1.147235, 1.025416], [-3.480331, -0.991399, 0.368327], [-2.176695, -1.650339, 1.053433], [-2.923007, 1.130622, -1.499331], [2.204427, -2.779122, -0.627794], [1.601753, 0.954178, -0.608757], [-0.078648, 1.255821, -2.092471], [0.556860, -0.775586, -2.356889], [1.941160, -1.840085, 2.285918]], "atomic_forces_ev_per_a": [[0.817, 0.232, 0.443], [-1.215, -1.314, 1.113], [-2.434, -0.710, 0.363], [-1.044, -0.345, 1.310], [-0.108, -1.129, 2.412], [0.385, -0.025, -3.156], [0.619, 1.418, 0.054], [-0.752, 0.698, -0.589], [0.848, 1.185, -1.213], [0.709, -0.553, 0.713], [0.157, -0.384, -3.334], [1.108, 0.225, 0.135], [0.194, 1.212, -0.681], [0.983, 0.071, 0.841], [-0.266, -0.580, 1.590]], "lowdin_charge": [-0.617, 0.155, 0.072, -0.322, -0.315, 0.454, 0.667, 0.089, 0.131, 0.081, -0.011, -0.116, -0.086, -0.020, -0.162]}



{"formula": "CH8N3O2P", "method": "wB97M-V/def2-TZVPD", "total_energy_ha": -698.9761, "relative_energy_kj_mol": 301.9, "species": ["C", "N", "N", "N", "O", "O", "P", "H", "H", "H", "H", "H", "H", "H", "H"], "xyz": [[-1.912990, 0.244190, 0.570557], [1.821000, 0.657093, 0.909471], [1.983862, -0.210558, -1.503159], [-1.016189, 0.835095, -0.389063], [0.876714, -1.788167, 0.399605], [-2.404100, -1.021053, 0.327585], [1.009761, -0.391571, -0.171553], [-2.898761, 0.930172, 0.483011], [-1.512303, 0.337430, 1.501959], [1.755573, 0.359596, 1.942649], [1.886768, 1.600974, 0.808898], [1.668103, -1.021553, -2.136693], [1.905761, 0.744055, -2.069605], [-1.273572, 0.505165, -1.365668], [-1.889622, -1.780875, 0.692000]], "atomic_forces_ev_per_a": [[-3.045, 1.860, -2.852], [-0.974, -4.851, 2.347], [-1.558, 0.281, -3.280], [3.138, -2.596, -1.468], [-0.028, 2.376, -1.369], [-0.144, -2.041, -0.168], [-1.422, 1.501, 2.943], [2.005, -1.240, 0.468], [1.134, 0.351, 2.760], [0.031, 0.653, -2.440], [-0.084, 3.006, -0.580], [0.893, 1.678, 0.716], [0.067, -2.731, 1.730], [0.065, 0.444, 1.525], [-0.077, 1.307, -0.332]], "lowdin_charge": [-0.475, -0.099, -0.142, -0.070, -0.368, -0.080, 0.578, 0.156, 0.065, 0.098, -0.011, 0.082, 0.121, 0.047, 0.099]}



{"formula": "CH8N3P2", "method": "wB97M-V/def2-TZVPD", "smiles": "N/C(NP)=[NH+]/P", "total_energy_ha": -889.5408, "charge": 1, "relative_energy_kj_mol": 150.6, "species": ["C", "N", "N", "N", "P", "P", "H", "H", "H", "H", "H", "H", "H", "H"], "xyz": [[-0.056009, 0.663632, -0.519120], [0.124658, 1.384812, -1.564683], [-0.978176, 0.325231, 0.300452], [1.394272, -0.368373, -0.364420], [-2.478200, 1.337577, 0.569828], [1.317946, -1.757875, 0.760728], [-0.689915, 1.840924, -1.917835], [0.961209, 1.146637, -2.101693], [-0.979178, -0.429295, 0.966925], [1.405978, -0.760808, -1.289480], [-3.311155, 0.411831, -0.083960], [-2.743497, 0.775216, 1.843834], [2.083011, -2.559738, -0.127986], [2.356672, -1.158762, 1.739534]], "atomic_forces_ev_per_a": [[5.490, -6.501, 1.461], [-0.495, 0.382, 0.077], [-2.559, 2.493, 0.341], [-3.381, 2.390, 0.132], [0.171, -0.193, -0.190], [0.821, 1.756, 0.943], [-0.053, 0.729, -0.854], [-0.435, 0.732, 0.051], [1.290, -0.650, -0.196], [0.133, -0.146, -0.610], [-0.197, -0.003, -0.044], [0.149, 0.121, -0.132], [0.189, 0.136, 0.526], [-1.122, -1.247, -1.505]], "lowdin_charge": [-0.379, 0.214, -0.205, -0.292, 0.896, 0.758, 0.127, 0.151, 0.042, 0.005, -0.095, -0.083, -0.091, -0.048]}



{"formula": "CH8N5", "method": "wB97M-V/def2-TZVPD", "total_energy_ha": -316.4541, "charge": 1, "relative_energy_kj_mol": 31.7, "species": ["C", "N", "N", "N", "N", "N", "H", "H", "H", "H", "H", "H", "H", "H"], "xyz": [[1.585215, 0.916271, -1.282865], [1.295281, 2.008348, -1.974875], [-2.017258, 2.051660, -1.894831], [0.647819, 0.280532, -0.478349], [-2.639109, 2.414353, -2.754825], [-1.207289, -2.953651, 3.884868], [2.552444, 0.355321, -1.432423], [-0.320385, 0.393204, -0.324456], [0.897622, -0.587451, -0.047849], [0.288500, 2.312691, -1.910909], [-0.834575, -2.564458, 3.022253], [-0.427365, -3.372313, 4.376772], [-1.817662, -3.569012, 3.488884], [1.996762, 2.314507, -2.671396]], "atomic_forces_ev_per_a": [[-2.582, -1.644, 0.739], [-0.212, -1.282, 0.683], [-2.459, 1.486, -3.583], [3.498, 0.474, -1.520], [2.466, -1.488, 3.562], [1.958, 2.665, 0.121], [-1.032, 1.046, 0.433], [-1.153, 1.408, -0.474], [0.830, -0.297, 0.055], [1.719, 0.148, -0.528], [0.461, 0.483, 0.352], [-0.329, -0.392, -0.102], [-2.090, -2.774, -0.370], [-1.074, 0.165, 0.631]], "lowdin_charge": [-0.102, 0.173, 0.015, 0.174, 0.084, 0.028, 0.181, 0.093, 0.116, 0.106, -0.006, 0.018, -0.040, 0.160]}



> Which formula does entry 2 have?

CH7O5



Please write out number 3 again, unchanged.
{"formula": "CH7O5", "method": "wB97M-V/def2-TZVPD", "total_energy_ha": -418.5556, "charge": -1, "relative_energy_kj_mol": 135.9, "species": ["O", "C", "O", "H", "H", "H", "O", "H", "H", "O", "H", "H", "O"], "xyz": [[0.478119, 0.220631, -0.007321], [1.547156, -0.539387, -0.068438], [1.511959, -1.776749, 0.325021], [2.416002, -0.121717, -0.693664], [-0.545025, -2.346708, 0.178667], [-1.486402, -1.419734, -0.528593], [-1.609447, -2.174884, 0.048711], [-2.400655, -0.491047, 1.014583], [-1.057634, 0.018215, 1.180606], [-2.024543, 0.276408, 1.510793], [0.932905, 3.167380, -0.362679], [0.993782, 2.076145, -1.388325], [1.243784, 3.111447, -1.209361]], "atomic_forces_ev_per_a": [[2.845, -0.825, -0.292], [-3.636, -1.803, -0.002], [0.948, 3.073, -1.032], [-0.569, -0.538, 1.110], [-3.243, 0.543, 0.024], [-0.180, 0.444, -0.385], [3.805, -0.952, 0.196], [-0.278, 0.713, 0.904], [-1.907, 1.449, 1.012], [2.283, -1.898, -1.730], [-1.260, 0.374, 3.644], [0.889, 3.475, 0.759], [0.303, -4.054, -4.207]], "lowdin_charge": [-0.192, -0.499, -0.167, 0.111, 0.106, -0.002, -0.153, -0.007, 0.042, -0.176, -0.051, 0.103, -0.115]}